{"formula": "C43H63N6O13P3SY", "method": "ωB97M-V/def2-TZVPD", "total_energy_ev": -120928.8504, "max_force_ev_per_a": 2.35, "gap_ev": 6.9244, "charge": -1, "relative_energy_kj_mol": 176.3, "symbols": ["Y", "C", "O", "C", "C", "C", "C", "C", "C", "N", "N", "C", "O", "C", "C", "C", "C", "C", "C", "C", "O", "H", "H", "H", "H", "H", "H", "H", "H", "H", "H", "H", "H", "C", "C", "C", "C", "C", "C", "C", "S", "O", "O", "N", "C", "C", "O", "O", "H", "H", "H", "H", "H", "H", "H", "H", "H", "C", "C", "C", "O", "P", "O", "C", "P", "O", "O", "C", "C", "C", "O", "C", "C", "C", "O", "C", "C", "C", "H", "H", "H", "H", "H", "H", "H", "H", "H", "H", "H", "H", "H", "H", "H", "H", "H", "H", "H", "H", "H", "H", "H", "H", "H", "H", "H", "H", "H", "H", "C", "N", "C", "N", "C", "N", "C", "P", "C", "C", "H", "H", "H", "H", "H", "H", "H", "H", "H", "H", "H", "H"], "xyz": [[0.0814, -0.1802, 0.2852], [2.8877, -3.6894, 1.7294], [3.6833, -3.6569, 0.5454], [2.8856, -3.8482, -0.5841], [3.0526, -5.0168, -1.3006], [2.2130, -5.3113, -2.3651], [1.1467, -4.4830, -2.6230], [0.9494, -3.2997, -1.9034], [-0.2900, -2.6129, -2.1085], [-0.7592, -1.6207, -1.4297], [-2.0935, -1.4229, -1.6648], [-2.5928, -0.3196, -1.1495], [-1.8977, 0.6350, -0.6707], [-4.0747, -0.2285, -1.1656], [-4.6873, 0.8313, -0.5016], [-6.0669, 0.9296, -0.4850], [-6.8421, -0.0279, -1.1198], [-6.2382, -1.0987, -1.7606], [-4.8597, -1.1972, -1.7887], [1.8940, -2.8980, -0.9271], [1.8678, -1.6956, -0.3813], [2.1907, -2.8438, 1.7728], [2.3132, -4.6207, 1.7717], [3.5804, -3.6474, 2.5701], [3.8459, -5.6921, -1.0156], [2.3526, -6.2076, -2.9499], [0.4247, -4.7539, -3.3824], [-0.9596, -3.0710, -2.8436], [-4.0653, 1.5553, 0.0064], [-6.5483, 1.7498, 0.0295], [-7.9209, 0.0492, -1.1026], [-6.8515, -1.8561, -2.2319], [-4.3623, -2.0154, -2.2836], [0.0163, 0.9771, 8.2392], [-0.1966, 1.2428, 6.7771], [-1.0491, 2.2500, 6.3441], [-1.3053, 2.4221, 4.9943], [-0.6834, 1.6114, 4.0655], [0.1960, 0.6252, 4.4791], [0.4359, 0.4447, 5.8282], [-1.2121, 1.6254, 2.3281], [-2.4014, 2.4590, 2.3046], [-0.0992, 2.1396, 1.5150], [-1.3440, 0.1347, 1.8933], [-1.9979, -0.8974, 2.6418], [-1.2243, -2.2377, 2.3499], [-1.5654, -3.2450, 2.9588], [-0.2857, -2.1456, 1.5031], [-0.6810, 1.5455, 8.8499], [1.0289, 1.2397, 8.5453], [-0.1283, -0.0826, 8.4420], [-1.5476, 2.8781, 7.0689], [-2.0022, 3.1621, 4.6350], [0.6680, 0.0009, 3.7367], [1.0851, -0.3559, 6.1530], [-3.0496, -1.0272, 2.3407], [-1.9810, -0.7055, 3.7257], [5.6322, 0.1534, 4.4132], [5.3695, -0.5968, 3.1107], [5.8341, -2.0484, 3.1740], [3.9640, -0.5669, 2.8680], [3.3191, 0.1451, 1.5829], [1.8638, 0.1395, 1.7558], [4.1084, -0.6161, 0.1276], [2.9949, -0.1256, -1.2468], [1.7495, 0.6628, -1.0591], [3.8827, 1.1640, -1.8460], [5.2445, 1.3295, -2.1860], [5.3118, 2.0163, -3.5551], [5.9721, 2.1953, -1.1482], [3.1719, -1.1901, -2.4374], [3.1439, -0.8953, -3.8293], [4.4337, -1.4323, -4.4420], [1.9404, -1.5631, -4.4863], [4.0555, 1.5655, 1.4986], [3.5615, 2.8713, 1.8372], [2.7731, 3.4592, 0.6784], [2.7357, 2.8636, 3.1138], [6.6869, 0.1105, 4.6737], [5.0373, -0.2877, 5.2088], [5.3405, 1.1943, 4.3008], [5.8887, -0.0892, 2.2880], [5.2405, -2.5891, 3.9075], [6.8824, -2.0983, 3.4639], [5.7035, -2.5208, 2.2024], [4.1591, -1.6975, 0.2240], [5.0988, -0.1932, 0.0008], [5.7420, 0.3484, -2.2340], [4.6934, 2.9100, -3.5288], [4.9327, 1.3666, -4.3390], [6.3356, 2.3008, -3.7879], [5.6181, 3.2209, -1.2103], [7.0447, 2.1833, -1.3403], [5.7795, 1.8343, -0.1422], [3.0671, 0.1907, -3.9592], [4.4788, -2.5024, -4.2588], [5.3079, -0.9633, -3.9995], [4.4339, -1.2492, -5.5125], [2.0506, -2.6432, -4.4490], [1.8640, -1.2381, -5.5209], [1.0238, -1.3014, -3.9669], [4.4945, 3.4426, 1.9868], [1.8021, 2.9700, 0.6098], [3.3011, 3.3024, -0.2586], [2.6212, 4.5258, 0.8392], [1.7243, 2.5387, 2.8815], [2.7005, 3.8654, 3.5347], [3.1687, 2.1863, 3.8462], [-0.5963, 4.6875, -3.7331], [0.6928, 4.0108, -3.7429], [0.6401, 2.9375, -4.7205], [-0.4456, 1.9994, -4.5068], [-1.6998, 2.7331, -4.4786], [-1.7312, 3.8122, -3.5077], [-1.7404, 3.2858, -2.1509], [-0.2384, 2.2617, -1.6942], [1.0133, 3.4861, -2.4207], [-0.2585, 1.2444, -3.2774], [-0.7284, 5.1734, -4.7092], [-0.5798, 5.4560, -2.9551], [1.5909, 2.3941, -4.6992], [0.5089, 3.3896, -5.7139], [-2.5035, 2.0291, -4.2494], [-1.8652, 3.1629, -5.4755], [-2.6279, 2.6598, -2.0259], [-1.8201, 4.1250, -1.4528], [1.9788, 2.9701, -2.4742], [1.1192, 4.3385, -1.7410], [-1.0510, 0.4920, -3.2186], [0.7082, 0.7354, -3.3363]], "atomic_forces_ev_per_a": [[0.6805, -0.5278, -0.5876], [-0.2108, 0.0846, 0.4032], [-0.0797, 0.0767, -0.6417], [-0.0544, 0.0236, 0.3721], [0.0833, 0.1923, 0.0050], [0.0009, -0.1369, -0.1128], [-0.1091, 0.1647, 0.0976], [0.7891, -0.1515, 0.4793], [-0.7533, 0.5580, 0.0508], [0.2424, -0.4955, -0.7135], [-1.0430, -0.2017, -0.1789], [0.6839, -0.3396, -0.4297], [-0.5594, -0.4717, -0.0130], [-0.2562, 0.2431, 0.0342], [0.1965, -0.0569, -0.0693], [-0.1988, 0.0355, 0.0047], [-0.1004, 0.0179, 0.0826], [-0.0356, -0.0074, -0.0532], [0.1078, 0.0513, 0.0029], [-0.0130, -0.3978, -0.2058], [-0.1917, -0.1873, 0.1539], [0.0420, -0.1795, -0.0142], [0.0337, 0.0947, 0.0031], [-0.0751, -0.0055, -0.0464], [0.0787, -0.0331, 0.0971], [0.0495, -0.1230, -0.0003], [-0.0665, 0.0181, -0.0524], [-0.0409, 0.0953, 0.1616], [0.0588, 0.0545, 0.0429], [0.0195, 0.0664, 0.0429], [-0.0666, 0.0201, 0.0141], [0.0281, -0.0248, -0.0498], [0.0290, -0.1028, -0.0270], [0.0303, 0.0038, -0.0372], [-0.0154, 0.0315, 0.0289], [0.0883, -0.0691, 0.0214], [-0.0584, 0.1514, -0.2189], [-0.3906, -0.2331, -0.5551], [0.1827, -0.0187, -0.0180], [-0.0359, 0.0837, -0.0478], [-0.5501, 0.2918, 0.5647], [0.2984, -0.3662, 0.1638], [-0.1028, -0.2449, -0.0554], [-0.5444, 1.2478, 1.7066], [-0.0877, -0.6428, 0.0872], [-0.8333, 0.2281, 0.8489], [-0.0938, -0.0301, 0.0732], [0.5923, 0.4678, -0.8008], [-0.0433, 0.0308, 0.0594], [0.0687, 0.0074, 0.0397], [0.0039, -0.0624, 0.1172], [-0.0541, 0.0561, 0.0843], [-0.1563, 0.0942, 0.0324], [0.0257, -0.1913, -0.0255], [0.1060, -0.0821, 0.0252], [0.2057, -0.0320, 0.0872], [-0.0429, -0.1909, -0.1858], [-0.1472, -0.0460, -0.4439], [0.6853, -0.0272, 0.2556], [-0.2326, 0.3476, -0.1387], [-0.6759, 0.0784, -0.4332], [2.1589, 0.2489, 0.7343], [0.0640, -0.0453, 0.0253], [-1.0375, 0.3914, 0.0190], [1.8744, -0.3584, -1.3710], [0.1962, -0.0319, 0.1275], [-0.4813, -0.1634, 0.1751], [0.4293, -0.0299, -0.1116], [-0.0974, -0.3635, 0.3356], [-0.2708, -0.3543, -0.1631], [0.0904, 0.3822, 0.7823], [-0.0008, 0.1340, -0.8022], [-0.2926, 0.2585, 0.2666], [0.1916, 0.1585, 0.3262], [-0.4401, -1.0495, -0.1527], [-0.0634, 0.9115, 0.2407], [0.1586, -0.3223, 0.0220], [0.1135, -0.1480, -0.1926], [0.0936, -0.0280, 0.0471], [-0.0161, -0.0684, 0.1259], [-0.0223, 0.1250, 0.0409], [-0.0136, 0.0026, 0.0954], [-0.0332, -0.0587, 0.0898], [0.0637, 0.0140, -0.0299], [0.0140, -0.1347, -0.0339], [-0.1475, -0.0096, 0.0350], [0.0605, 0.1975, 0.0122], [-0.0358, 0.0559, -0.0376], [-0.0560, 0.1408, 0.0366], [0.0096, -0.0471, -0.1164], [0.0997, 0.0016, -0.0598], [-0.0698, 0.1588, 0.0092], [0.0535, 0.0124, -0.0183], [0.0494, 0.0075, 0.1075], [0.0700, -0.0932, 0.0032], [0.0545, -0.1581, -0.0156], [0.1214, 0.0425, 0.0226], [0.0465, -0.0059, -0.1680], [0.0206, -0.1257, -0.0451], [-0.0048, 0.0403, -0.1284], [-0.1102, 0.0684, -0.0181], [-0.2874, -0.1669, -0.0269], [-0.0407, 0.0557, -0.0367], [0.0730, 0.0731, -0.1125], [-0.0299, 0.0612, 0.0326], [-0.0442, -0.0084, 0.1022], [-0.0327, 0.1048, 0.0450], [0.0477, -0.0117, 0.1961], [0.0194, 0.2108, -0.2036], [0.1168, 0.1719, -0.2168], [0.0569, 0.1066, -0.2486], [0.0332, -0.0661, -0.3038], [-0.1287, 0.0302, -0.2593], [-0.2020, 0.1801, -0.1683], [0.0642, -0.1777, 0.4226], [0.1290, 1.0674, -1.0143], [-0.0560, -0.2160, 0.4706], [0.0147, -0.1836, 0.3921], [0.0095, -0.0281, 0.0979], [-0.0308, 0.0021, -0.0495], [-0.0333, 0.0223, -0.0265], [0.0421, -0.0706, 0.1019], [-0.0468, 0.0543, -0.0642], [-0.0110, -0.0570, 0.0867], [0.0432, 0.0516, 0.1116], [-0.0370, -0.0731, 0.0537], [-0.0283, 0.0509, 0.1133], [0.0575, -0.0816, 0.0707], [0.1065, -0.0388, 0.0815], [-0.1370, -0.0569, 0.0484]], "mulliken_charge": [-1.374, -0.156, -0.493, -0.028, -0.451, -0.776, -0.833, 1.013, -0.938, 1.697, -1.329, 0.626, -0.117, 0.363, -0.104, -1.107, -0.391, -0.827, -0.310, -0.306, -0.908, -0.273, 0.398, 0.096, 0.523, 0.396, 0.442, 0.113, 0.417, 0.411, 0.384, 0.413, 0.477, -1.458, 1.040, -1.002, -0.761, -0.440, 0.396, -1.310, 1.504, -0.929, -0.843, 0.810, -0.739, 0.488, -0.832, -0.667, 0.366, 0.292, 0.348, 0.322, 0.531, 0.095, 0.474, 0.274, 0.379, -1.532, 1.176, -1.455, 0.125, -1.155, 1.532, -1.451, -0.495, 3.084, 0.035, 0.545, -1.547, -1.091, 0.018, 1.952, -1.859, -1.393, 0.176, 0.514, -0.492, -1.253, 0.445, 0.328, 0.320, 0.132, 0.253, 0.485, 0.269, 0.615, 1.239, 0.226, 0.271, 0.310, 0.434, 0.320, 0.422, 0.061, -0.608, 0.419, 0.353, 0.408, 0.400, 0.512, 0.172, 0.296, -0.386, -0.080, 0.611, -0.015, 0.608, 0.108, -1.031, 0.246, -0.860, 0.141, -1.125, 0.214, -1.782, 2.367, -0.751, -0.604, 0.336, 0.405, 0.189, 0.350, 0.467, 0.307, 0.281, 0.421, -0.509, 0.450, 0.842, -1.103]}